one.
# ClH3N2OS

A 2-piece molecular cluster, ClH3N2OS overall (ωB97M-V with the def2-TZVPD basis set, the OMol25 dataset).

```
! wB97M-V def2-TZVPD RIJCOSX def2/J DEFGRID3
* xyz 0 1
N 0.73659 -1.54121 1.58290
N 0.54010 0.57697 -0.88780
O -1.19777 -1.15037 -1.10739
S -0.54921 -0.39268 -0.09713
Cl -1.99419 1.09320 0.59855
H 1.07073 -0.71788 2.08216
H 0.28842 0.91099 -1.80865
H 1.10534 1.22099 -0.36263
*
```

Summary:
**Gap between HOMO and LUMO (spin up / spin down)**: 8.5 / 8.5 eV
**LUMO level (spin up / spin down)**: -1.601 / -1.312 eV

=====

two.
# ClH3N2OS

A 2-piece molecular cluster, ClH3N2OS overall (ωB97M-V with the def2-TZVPD basis set, the OMol25 dataset).

```
! wB97M-V def2-TZVPD RIJCOSX def2/J DEFGRID3
* xyz 0 1
N -0.35523 -0.81596 0.26840
S -0.48947 0.70102 0.23039
N -0.60263 1.41353 1.55828
O -0.64178 1.27791 -1.08618
H -0.27205 -1.35257 1.17391
H -0.75926 2.48149 1.64065
Cl 1.94108 -2.30831 -2.25116
H 1.17935 -1.39712 -1.53429
*
```

Summary:
**Gap between HOMO and LUMO**: 10.8 eV
**LUMO level**: -0.368 eV

=====

Least stable: one

=====

one.
# BF4Rb

BF4Rb as an isolated structure (ωB97M-V with the def2-TZVPD basis set, the OMol25 dataset).

```
! wB97M-V def2-TZVPD RIJCOSX def2/J DEFGRID3
* xyz 0 1
Rb -1.06661 0.52427 -1.86650
B 0.21392 -0.08196 0.38116
F -0.04902 -0.71025 1.57405
F 1.50649 0.44887 0.36877
F 0.15478 -1.02391 -0.56704
F -0.75957 0.84297 0.10956
*
```

Summary:
**Gap between HOMO and LUMO**: 11.2 eV
**LUMO level**: -0.666 eV

=====

two.
# BF4Rb

BF4Rb as an isolated structure (ωB97M-V with the def2-TZVPD basis set, the OMol25 dataset).

```
! wB97M-V def2-TZVPD RIJCOSX def2/J DEFGRID3
* xyz 0 1
Rb 0.23252 0.71034 -2.56004
B -0.10018 -0.19135 0.53837
F -1.06823 0.35975 -0.14096
F 0.92675 0.52998 1.05254
F -0.56101 -0.68238 1.75140
F 0.57015 -0.72633 -0.64131
*
```

Summary:
**Gap between HOMO and LUMO**: 9.8 eV
**LUMO level**: -0.949 eV

=====

Least stable: one

=====

one.
# C3H2NOS2

An isolated ion of composition C3H2NOS2 and charge -1 (ωB97M-V with the def2-TZVPD basis set, the OMol25 dataset).

```
! wB97M-V def2-TZVPD RIJCOSX def2/J DEFGRID3
* xyz -1 1
O 0.13690 2.59918 0.18138
N 0.21568 1.36286 0.04814
C 1.13974 0.70756 -0.53982
S 1.08156 -0.97927 -0.64298
C -0.23421 -1.20230 0.63203
C -1.47315 -1.19068 0.26634
S -2.80565 -1.00282 -0.53757
H 1.92643 1.11080 -1.06068
H 0.01270 -1.40533 1.65315
*
```

Summary:
**Gap between HOMO and LUMO**: 5.2 eV
**LUMO level**: 2.995 eV

=====

two.
# C3H2NOS2

An isolated ion of composition C3H2NOS2 and charge -1 (ωB97M-V with the def2-TZVPD basis set, the OMol25 dataset).

```
! wB97M-V def2-TZVPD RIJCOSX def2/J DEFGRID3
* xyz -1 1
C 0.08525 2.01881 -0.56650
C -1.17928 -0.45436 0.17877
C 1.24265 1.67225 -0.37996
N -0.22559 -1.29398 0.15159
O -0.18678 -2.57185 0.44005
S 2.85328 1.30935 -0.36639
S -1.39804 1.26164 0.08077
H 0.77956 -0.93704 -0.04926
H -1.97106 -1.00481 0.51094
*
```

Summary:
**Gap between HOMO and LUMO**: 6.8 eV
**LUMO level**: 3.345 eV

=====

Least stable: one

=====

one.
# C7H13N

A single C7H13N molecule (ωB97M-V with the def2-TZVPD basis set, the OMol25 dataset).

```
! wB97M-V def2-TZVPD RIJCOSX def2/J DEFGRID3
* xyz 0 1
C 1.27588 1.36656 -0.32289
C 1.33237 -0.16760 -0.24304
C 0.69692 -0.67494 1.12347
C -0.74096 -0.22690 1.20023
C -1.51971 -0.44914 0.01491
C -2.20999 0.15675 -1.41254
C -2.88375 0.27613 -0.10265
N 2.61823 -0.83199 -0.41333
H 0.40284 1.48096 0.36394
H 2.14090 1.73190 0.25427
H 1.32779 1.91682 -1.27950
H 0.57509 -0.54395 -0.90937
H 0.76029 -1.75665 1.10013
H 1.34027 -0.22943 1.90246
H -1.20939 -0.39872 2.17228
H -1.42571 -1.50973 -0.24204
H -1.78386 1.03684 -1.87088
H -3.78918 -0.32853 -0.05126
H -2.74081 1.10483 0.58811
H 2.48926 -1.65417 -0.99520
H 3.34351 -0.29906 -0.87710
*
```

Summary:
**Gap between HOMO and LUMO**: 5.5 eV
**LUMO level**: -1.648 eV

=====

two.
# C7H13N

C7H13N as an isolated structure (ωB97M-V with the def2-TZVPD basis set, the OMol25 dataset).

```
! wB97M-V def2-TZVPD RIJCOSX def2/J DEFGRID3
* xyz 0 1
C 0.88424 -0.57255 -1.56344
C 0.02692 0.03934 -0.53226
C -0.23954 1.32050 -1.19286
C 0.81204 0.64171 0.68446
C 0.41423 -0.52845 1.45185
C -0.98393 -0.58527 1.42118
C -1.14267 -0.68657 -0.04025
H 1.84609 -1.39383 -1.39989
H 1.41160 0.28856 -1.79697
H 0.29624 -0.91563 -2.29289
H 0.94223 1.92017 -0.54882
H -1.54933 1.55888 -0.89894
H -0.03094 1.10785 -2.65953
H 0.45282 1.48821 1.05108
H 1.85905 0.70356 0.53975
H 0.45822 -1.44005 0.75689
H -0.43342 -0.10236 3.26425
H -1.20638 0.43493 1.70191
H -2.15768 -0.45647 -0.57321
H -1.39749 -1.75739 -0.06423
N -0.26230 -1.06515 2.69194
*
```

Summary:
**Gap between HOMO and LUMO**: 9.6 eV
**LUMO level**: 0.674 eV

=====

three.
# C7H13N

A single C7H13N molecule (ωB97M-V with the def2-TZVPD basis set, the OMol25 dataset).

```
! wB97M-V def2-TZVPD RIJCOSX def2/J DEFGRID3
* xyz 0 1
C -0.33754 2.02225 -0.88648
C -0.68660 1.11649 0.00955
C -0.39397 -0.36200 -0.07655
C -0.65663 -1.04498 1.27171
C -1.34325 -0.97422 -1.12286
C 1.05436 -0.65722 -0.53435
N 2.16598 -0.16188 0.21692
C 2.10791 0.68213 1.13463
H -0.60745 3.05898 -0.77468
H 0.24740 1.78585 -1.75847
H -1.28199 1.41629 0.86093
H -0.56234 -2.12410 1.16760
H 0.05370 -0.71923 2.02896
H -1.66285 -0.82365 1.62711
H -1.16764 -2.04575 -1.21508
H -1.18624 -0.50651 -2.09213
H -2.37555 -0.80656 -0.83335
H 1.20126 -0.27495 -1.55417
H 1.18959 -1.73462 -0.57348
H 3.03486 0.97414 1.60076
H 1.20697 1.17956 1.50343
*
```

Summary:
**Gap between HOMO and LUMO**: 9.8 eV
**LUMO level**: 0.922 eV

=====

four.
# C7H13N

A single C7H13N molecule (ωB97M-V with the def2-TZVPD basis set, the OMol25 dataset).

```
! wB97M-V def2-TZVPD RIJCOSX def2/J DEFGRID3
* xyz 0 1
C 0.51313 1.78578 2.10711
C 0.58364 1.14330 0.94747
C 1.75413 1.26748 0.02479
C -0.72905 0.13272 0.46117
C -1.95372 0.61882 0.49889
C -0.24345 -1.21682 0.34883
C -0.76857 -1.78029 -1.23164
N -0.02303 -1.24373 -2.32016
H -0.28072 1.60225 2.81695
H 1.30822 2.43711 2.45330
H 2.67425 0.91884 0.50691
H 1.63785 0.70707 -0.90292
H 1.92221 2.30956 -0.24757
H -2.14085 1.63220 0.81610
H -2.80921 0.02857 0.20597
H 0.83254 -1.36362 0.31306
H -0.69750 -1.87437 1.08828
H -0.72969 -2.87348 -1.14769
H -1.81797 -1.50861 -1.34742
H 0.03371 -1.80070 -3.16426
H 0.93407 -0.92209 -2.22717
*
```

Summary:
**Gap between HOMO and LUMO**: 10.0 eV
**LUMO level**: 1.009 eV

=====

Least stable: two

=====

one.
# C7H13N

A single C7H13N molecule (ωB97M-V with the def2-TZVPD basis set, the OMol25 dataset).

```
! wB97M-V def2-TZVPD RIJCOSX def2/J DEFGRID3
* xyz 0 1
C -3.12926 0.65947 -0.40714
N -2.02302 0.91096 0.13293
C -0.91996 -0.16235 0.24023
C -1.34189 -1.57321 0.49901
C 0.26725 0.40366 0.22778
C 0.60774 1.82896 -0.00695
C 1.48697 -0.66668 0.33506
C 2.69090 -0.29754 -0.51593
H -3.87414 1.44961 -0.46269
H -3.43012 -0.31764 -0.81072
H -2.38610 -1.60092 0.80499
H -0.73560 -2.01296 1.28775
H -1.24071 -2.18074 -0.40178
H 1.37130 2.15472 0.69854
H -0.29241 2.42637 0.11025
H 0.99959 1.97790 -1.01285
H 1.18989 -1.68645 0.08744
H 1.75937 -0.67276 1.39464
H 3.11731 0.65889 -0.22205
H 2.41325 -0.24569 -1.56755
H 3.46964 -1.05360 -0.41097
*
```

Summary:
**Gap between HOMO and LUMO**: 9.6 eV
**LUMO level**: 1.046 eV

=====

two.
# C7H13N

C7H13N as an isolated structure (ωB97M-V with the def2-TZVPD basis set, the OMol25 dataset).

```
! wB97M-V def2-TZVPD RIJCOSX def2/J DEFGRID3
* xyz 0 1
C -0.42459 -0.20305 2.14406
C -0.46919 -1.04563 0.82614
C 0.91540 -1.00887 0.24288
N -0.29828 1.75820 0.82944
C -0.24816 1.12661 -0.42307
C 1.07088 0.37051 -0.31829
C -0.33827 -0.43989 -2.36479
C 0.57333 0.45296 -1.76233
H 0.46982 -0.20421 2.78746
H -1.30372 -0.48070 2.70726
H -0.42743 0.77567 1.69544
H -1.22057 -0.62927 0.16603
H -0.78490 -2.03664 1.13682
H 1.63498 -1.11323 1.06279
H 1.03831 -1.70225 -0.59965
H -1.27328 1.11402 -0.78800
H -0.99013 2.52190 0.84174
H 1.99788 0.88689 -0.18100
H 0.03486 -1.04694 -3.17666
H -1.33129 -0.07804 -2.53366
H 1.37431 0.98196 -2.29262
*
```

Summary:
**Gap between HOMO and LUMO**: 5.9 eV
**LUMO level**: -1.093 eV

=====

Least stable: two

=====

one.
# C7H13N

A single C7H13N molecule (ωB97M-V with the def2-TZVPD basis set, the OMol25 dataset).

```
! wB97M-V def2-TZVPD RIJCOSX def2/J DEFGRID3
* xyz 0 1
C -0.59048 -2.52444 -2.15048
C 0.12164 -1.73705 -1.07064
C 0.07373 -0.42014 -0.89691
C 0.37268 0.21222 0.42444
C 1.65087 0.20069 0.82466
N 2.14514 0.80300 2.02440
C -0.71278 1.02671 1.07121
C -1.25684 2.17847 0.19021
H -0.17503 -2.38385 -3.14862
H -1.62506 -2.17617 -2.19416
H -0.70593 -3.57249 -1.88252
H 0.40096 -2.33449 -0.20544
H -0.18279 0.25794 -1.70401
H 2.44520 -0.35875 0.36508
H 2.38219 0.13675 2.74086
H 1.54698 1.53894 2.37020
H -1.50623 0.38124 1.44313
H -0.31967 1.46650 1.97427
H -1.06611 1.92300 -0.85094
H -0.66806 3.05916 0.42026
H -2.33043 2.32277 0.25503
*
```

Summary:
**Gap between HOMO and LUMO**: 9.2 eV
**LUMO level**: 1.061 eV

=====

two.
# C7H13N

C7H13N as an isolated structure (ωB97M-V with the def2-TZVPD basis set, the OMol25 dataset).

```
! wB97M-V def2-TZVPD RIJCOSX def2/J DEFGRID3
* xyz 0 1
C -0.89630 -0.87797 -1.09451
C 1.07855 -2.07131 0.07556
C 1.65556 0.99545 0.50542
C 0.51874 -0.85023 -0.61016
N -1.38835 1.98479 -0.16500
C -1.20161 0.92197 0.76554
C -1.21774 -0.39267 0.29983
C 1.20678 0.35263 -0.68864
H -2.07791 1.81036 -0.88257
H -1.53337 2.88383 0.27080
H -1.10858 -0.14987 -1.87489
H -1.29938 -1.86055 -1.33234
H -1.64193 1.06840 1.75057
H -1.37855 -1.16135 1.04282
H 0.84950 1.05460 -1.43665
H 0.29179 -2.72731 0.45005
H 1.72934 -1.81538 0.91163
H 1.67343 -2.64844 -0.63856
H 0.44013 1.19616 0.99774
H 2.09102 0.36398 1.27660
H 2.20886 1.92291 0.37677
*
```

Summary:
**Gap between HOMO and LUMO**: 8.6 eV
**LUMO level**: 1.053 eV

=====

Least stable: two